DFT (ωB97M-V with the def2-TZVPD basis set) results for 3 unconnected molecules or ions with the total composition C33H64BrINO9P2S3 at a distorted geometry.

LUMO level ... -3.7 eV
Net charge ... +1
F_max ... 0.05064 Eh/bohr
Highest occupied orbital energy ... -11.467 eV

Geometry as XYZ:
```
114
Properties=species:S:1:pos:R:3:lowdin_charge:R:1
C 1.147 -5.548 0.344 -0.101
C -0.381 -5.461 0.173 -0.245
C -0.858 -6.120 -1.136 -0.208
C -1.746 -5.221 -2.000 -0.193
C -1.100 -3.858 -2.312 -0.213
C -1.109 -3.510 -3.804 -0.189
C 0.156 -2.764 -4.230 -0.214
C 0.060 -1.235 -4.169 -0.195
C 1.469 -0.623 -4.231 -0.206
C 1.694 0.735 -3.536 -0.125
C 2.385 0.761 -2.145 -0.311
C 3.342 -0.374 -1.771 -0.121
C 4.609 -0.632 -2.579 -0.725
O 5.557 -1.188 -2.070 0.036
Br 4.770 -0.122 -4.454 0.845
C 1.167 0.658 -1.160 -0.303
P 0.312 -0.826 -0.502 1.048
P 1.202 -0.822 1.483 0.259
O 0.800 0.399 2.198 -0.299
O 0.666 -2.132 2.157 -0.131
O 2.792 -0.932 1.440 -0.139
N 0.738 1.833 -0.837 -0.035
C -0.414 2.217 0.000 -0.394
S -1.878 2.681 -0.944 0.971
C -2.417 1.099 -1.609 -0.549
C -3.920 0.961 -1.510 -0.168
C 1.565 2.911 -1.417 -0.217
C 0.920 3.762 -2.518 -0.146
C 0.161 5.009 -2.001 -0.333
C 0.874 6.325 -2.184 -0.626
I 2.713 6.474 -1.105 0.893
C 2.866 2.166 -1.665 -0.181
C 3.962 2.895 -2.430 -0.098
C 5.208 3.209 -1.609 -0.413
C 6.079 2.008 -1.320 -0.028
O 4.831 3.817 -0.374 -0.080
H 1.542 -4.698 0.890 0.046
H 1.386 -6.435 0.918 0.070
H 1.653 -5.592 -0.615 0.061
H -0.815 -5.972 1.023 0.101
H -0.713 -4.430 0.219 0.073
H 0.013 -6.414 -1.713 0.101
H -1.418 -7.014 -0.881 0.106
H -2.678 -5.073 -1.465 0.108
H -1.975 -5.768 -2.910 0.102
H -0.068 -3.886 -1.971 0.079
H -1.646 -3.098 -1.760 0.089
H -1.950 -2.861 -4.034 0.113
H -1.245 -4.413 -4.389 0.105
H 0.361 -3.045 -5.260 0.118
H 1.008 -3.122 -3.655 0.099
H -0.473 -0.945 -5.067 0.118
H -0.521 -0.922 -3.300 0.079
H 2.159 -1.394 -3.910 0.072
H 1.685 -0.445 -5.277 0.109
H 2.292 1.340 -4.207 0.094
H 0.729 1.211 -3.405 0.102
H 2.795 -1.313 -1.794 0.100
H 3.697 -0.265 -0.758 0.104
H 0.870 -1.886 -1.237 -0.041
H 0.691 -1.966 3.113 0.107
H 3.138 -0.081 1.741 0.090
H -0.092 3.058 0.598 0.102
H -0.693 1.413 0.667 0.045
H -2.104 1.027 -2.647 0.065
H -1.954 0.289 -1.067 -0.014
H -4.152 -0.089 -1.390 0.067
H -4.333 1.464 -0.648 0.062
H -4.452 1.283 -2.398 0.076
H 1.763 3.610 -0.605 0.121
H 0.189 3.187 -3.073 0.096
H 1.672 4.107 -3.218 0.110
H -0.758 5.089 -2.576 0.105
H -0.155 4.879 -0.974 0.075
H 0.248 7.121 -1.808 0.042
H 1.096 6.534 -3.220 0.049
H 3.257 1.966 -0.666 0.142
H 4.222 2.411 -3.364 0.082
H 3.562 3.865 -2.708 0.076
H 5.790 3.939 -2.163 0.147
H 5.494 1.286 -0.748 0.072
H 6.417 1.500 -2.215 0.077
H 6.938 2.269 -0.712 0.097
H 5.134 3.257 0.344 0.084
C -5.122 -2.422 3.303 -0.203
C -4.060 -1.694 4.142 -0.217
C -2.807 -1.554 3.270 -0.222
S -3.385 -1.507 1.573 0.659
O -2.896 -2.669 0.876 -0.329
O -3.173 -0.191 1.019 -0.336
C -5.120 -1.735 1.939 -0.217
H -6.106 -2.376 3.766 0.119
H -4.853 -3.474 3.188 0.120
H -4.429 -0.708 4.419 0.097
H -3.836 -2.227 5.061 0.115
H -2.259 -0.643 3.481 0.076
H -2.147 -2.414 3.372 0.105
H -5.581 -2.321 1.148 0.110
H -5.576 -0.747 1.990 0.113
C -0.829 3.176 6.030 -0.216
C -1.228 2.803 7.464 -0.207
C -2.540 2.010 7.385 -0.210
S -2.538 1.203 5.780 0.668
O -3.609 1.737 4.977 -0.309
O -2.374 -0.220 5.957 -0.327
C -0.990 1.901 5.209 -0.233
H 0.190 3.555 5.979 0.117
H -1.497 3.951 5.648 0.121
H -0.449 2.183 7.910 0.118
H -1.344 3.684 8.093 0.117
H -2.612 1.250 8.157 0.105
H -3.411 2.662 7.421 0.108
H -1.047 2.073 4.136 0.100
H -0.203 1.182 5.433 0.107
```

=====

DFT (ωB97M-V with the def2-TZVPD basis set) results for a molecular structure, H6O11S2Zn at a distorted geometry.

LUMO level ... 3.8 eV
Net charge ... -2
F_max ... 0.04901 Eh/bohr
Highest occupied orbital energy ... -0.607 eV
Energy relative to the best compared isomer or geometry (same formula, charge and spin) ... 1.7109 eV

Geometry as XYZ:
```
20
Properties=species:S:1:pos:R:3:lowdin_charge:R:1
Zn -18.329 13.297 -18.438 0.558
S -19.042 14.247 -21.651 0.243
O -17.810 14.922 -22.028 -0.388
O -20.232 15.140 -21.705 -0.471
O -19.294 13.033 -22.473 -0.473
O -18.924 13.779 -20.203 -0.458
S -15.993 14.526 -18.416 0.269
O -16.283 13.083 -18.763 -0.422
O -15.433 15.244 -19.542 -0.360
O -17.357 15.076 -18.016 -0.430
O -15.065 14.591 -17.258 -0.450
O -18.919 11.334 -18.783 -0.014
H -19.493 10.828 -18.203 0.065
H -19.199 11.143 -19.688 0.090
O -20.241 13.843 -17.801 -0.024
H -20.703 14.259 -18.543 0.087
H -20.658 14.156 -16.995 0.067
O -17.786 12.753 -16.486 -0.039
H -17.836 13.562 -15.966 0.070
H -17.176 12.175 -16.025 0.079
```

=====

DFT (ωB97M-V with the def2-TZVPD basis set) results for C3H6N2O2 in the gas phase at a distorted geometry.

LUMO level ... 0.7 eV
F_max ... 0.06647 Eh/bohr
Structure (SMILES) ... [H]/N=C\N(O)CC=O
Highest occupied orbital energy ... -9.265 eV
Energy relative to the best compared isomer or geometry (same formula, charge and spin) ... 4.9010 eV

Geometry as XYZ:
```
13
Properties=species:S:1:pos:R:3:lowdin_charge:R:1
H 1.144 1.993 -0.511 0.015
N 0.366 2.106 0.075 0.128
C -0.600 1.297 0.094 -0.278
N -0.704 0.018 -0.490 -0.114
O -2.061 -0.371 -0.085 -0.071
C 0.141 -1.102 0.073 -0.103
C 1.608 -0.746 0.092 -0.212
O 2.173 0.216 -0.437 0.023
H -1.628 1.516 0.542 0.139
H -2.563 -0.466 -0.877 0.079
H 0.006 -2.051 -0.518 0.144
H -0.046 -1.171 1.184 0.142
H 2.163 -1.238 0.857 0.105
```

=====

> Which formula does entry 3 have?

C3H6N2O2

=====

> Which value of LUMO level does entry 1 give?

-3.7 eV